Entry 1:
Entry from OMol25: C21H49ClN4O3PtSSbSi3 as an isolated structure in a non-equilibrium geometry (wB97M-V/def2-TZVPD).

Output
* E_tot: -3358.79135 Ha
* net charge: +3
* LUMO (spin up / spin down): -10.972 / -10.804 eV
* gap between HOMO and LUMO (spin up / spin down): 0.1676 / 0.1737 Eh

Last column: Mulliken charge in e.
Cartesian coordinates (Å):
Pt (-0.2001, 1.1617, -1.4753)  2.194
C (2.3181, -0.5331, -2.3096)  -0.287
N (1.9636, 0.7710, -1.6466)  -0.940
C (2.9223, 1.8221, -2.1566)  -0.691
N (4.2791, 1.4289, -1.8936)  0.111
C (4.5735, 0.1539, -2.5493)  -0.731
N (3.6800, -0.8991, -2.0361)  0.074
C (3.8950, -1.0177, -0.5872)  -0.727
N (3.6089, 0.2504, 0.0823)  0.164
C (2.2415, 0.6115, -0.1534)  -0.485
C (4.4943, 1.2912, -0.4521)  -0.674
H (2.1807, -0.4211, -3.3872)  0.205
H (1.6410, -1.3044, -1.9399)  0.129
H (2.7170, 2.7615, -1.6506)  0.330
H (2.7749, 1.9389, -3.2312)  0.258
H (5.6059, -0.1250, -2.3479)  0.334
H (4.4393, 0.2522, -3.6272)  0.335
H (4.9315, -1.2962, -0.4058)  0.360
H (3.2431, -1.7967, -0.1857)  0.275
H (2.0018, 1.5506, 0.3448)  0.295
H (1.5937, -0.1788, 0.2303)  0.218
H (5.5304, 1.0136, -0.2682)  0.347
H (4.2826, 2.2384, 0.0448)  0.319
C (-1.1054, -6.8169, 0.1366)  -0.921
Si (-1.6964, -6.2009, -1.4680)  0.361
C (-3.4651, -5.8527, -1.7473)  -0.625
C (-0.5131, -5.8585, -2.8088)  -0.858
Sb (-1.1548, -1.6326, -1.0992)  -0.666
Si (-4.0216, -2.2168, 0.4892)  -0.020
C (-3.1633, -3.3873, 1.7027)  -0.933
C (-5.5860, -1.5312, 1.2544)  -1.118
C (-2.8818, -0.8728, 0.4329)  0.454
Si (-2.8983, -0.8273, -3.3100)  0.446
C (-3.6829, -2.4899, -3.6034)  -0.710
C (-4.1364, 0.4270, -2.7247)  -0.963
C (-1.5827, -0.2639, -4.4951)  -0.803
H (-0.6488, -7.8070, 0.0204)  0.410
H (-1.9121, -6.9056, 0.8644)  0.375
H (-0.3317, -6.1596, 0.5452)  0.351
H (-4.0986, -6.5674, -1.2165)  0.432
H (-3.7162, -5.8986, -2.8084)  0.417
H (-3.7087, -4.8504, -1.3798)  -0.032
H (-0.2703, -6.7918, -3.3335)  0.410
H (0.4273, -5.4595, -2.4222)  0.363
H (-0.9206, -5.1668, -3.5469)  0.294
H (-3.7425, -4.2913, 1.9020)  0.384
H (-3.0748, -2.8317, 2.6353)  0.378
H (-2.1746, -3.6850, 1.3569)  0.252
H (-6.4453, -2.2029, 1.2236)  0.391
H (-5.8847, -0.6030, 0.7705)  0.328
H (-5.3254, -1.3588, 2.3035)  0.349
H (-1.6034, 0.3559, 1.7368)  0.379
H (-1.8879, 0.5206, -0.5455)  -0.571
H (-3.1826, 1.1583, -0.4260)  0.990
H (-4.3487, -2.7665, -2.7830)  0.193
H (-2.9243, -3.2634, -3.7300)  0.071
H (-4.2849, -2.4698, -4.5175)  0.469
H (-3.9535, 0.8219, -1.7338)  0.051
H (-5.1331, -0.0207, -2.7101)  0.397
H (-4.1691, 1.2729, -3.4168)  0.420
H (-1.0909, -1.1255, -4.9518)  0.343
H (-0.8246, 0.3329, -3.9881)  0.028
H (-2.0085, 0.3324, -5.3069)  0.414
Cl (-2.3843, 0.7462, 0.6719)  -0.449
C (-3.5181, 1.1988, 1.6506)  -0.763
C (-0.6528, -0.1890, 3.1496)  0.480
O (-1.4069, 0.2275, 3.9237)  -0.388
O (0.1535, -0.6720, 2.4611)  -0.411
H (-4.1557, 1.7782, 2.3074)  0.400
H (-1.1972, 0.0822, 0.3678)  0.437
O (-0.0032, 2.8734, 0.9959)  -0.610
S (-1.2664, 2.3318, 0.4819)  0.531
C (0.1030, 2.9525, -2.4381)  -0.759
C (-0.9798, 4.0231, -2.3309)  -0.929
C (-1.2265, 4.6554, -0.9334)  -0.789
C (-2.1160, 3.8494, 0.0177)  -0.476
H (0.3411, 2.6730, -3.4656)  0.614
H (0.9808, 3.3597, -1.9399)  0.332
H (-1.9208, 3.6866, -2.7781)  0.248
H (-0.6237, 4.8502, -2.9551)  0.470
H (-1.7281, 5.6141, -1.0612)  0.407
H (-0.2710, 4.8353, -0.4413)  0.389
H (-3.1253, 3.6996, -0.3710)  0.391
H (-2.2325, 4.3716, 0.9733)  0.531

---

Entry 2:
Entry from OMol25: one molecule with the formula C12H13NO2 in a non-equilibrium geometry (wB97M-V/def2-TZVPD).

Output
* E_tot: -669.86394 Ha
* SMILES string: O=C(C[C@@H]1CCNC1=O)c1ccccc1
* LUMO: -0.948 eV
* gap between HOMO and LUMO: 0.2969 Eh

Last column: Mulliken charge in e.
Cartesian coordinates (Å):
O (0.0052, -1.3452, 1.7047)  -0.573
C (0.4561, -0.2566, 1.0584)  0.486
C (-0.6219, 0.9866, 0.8707)  -0.632
C (-2.1566, 0.3399, 0.8045)  0.183
C (-2.5473, -0.5472, -0.5576)  -0.571
C (-3.8707, 0.1114, -1.3152)  -0.401
N (-4.5478, 0.8604, -0.1688)  -0.482
C (-3.4409, 1.3577, 0.7620)  0.164
O (-3.7204, 2.4947, 1.4040)  -0.545
C (2.0009, -0.2594, 0.4680)  0.244
C (2.8951, 1.0690, 0.1168)  -0.247
C (4.4227, 0.8543, -0.5188)  -0.360
C (5.0733, -0.6341, -0.7885)  -0.316
C (4.1818, -1.9490, -0.3832)  -0.305
C (2.6705, -1.7628, 0.2244)  -0.366
H (-0.4486, 1.4662, -0.2033)  0.327
H (-0.5167, 1.7918, 1.7418)  0.345
H (-2.3844, -0.2887, 1.7877)  0.295
H (-1.6514, -0.4234, -1.3018)  0.293
H (-2.8180, -1.6663, -0.3414)  0.247
H (-4.6445, -0.6482, -1.8087)  0.301
H (-3.5693, 0.9910, -2.0546)  0.230
H (-5.0815, 0.0642, 0.2753)  0.299
H (2.4739, 2.1469, 0.2952)  0.290
H (5.0809, 1.8111, -0.7888)  0.263
H (6.1562, -0.7884, -1.2604)  0.278
H (4.5832, -3.0527, -0.5093)  0.278
H (2.0202, -2.7233, 0.4869)  0.274

---

Question: Among the records above, which one has the highest E_tot?
Answer: C12H13NO2

---

Question: What is the formula in the second record?
Answer: C12H13NO2